Density functional theory data (ωB97M-V/def2-TZVPD) for an isolated ion of composition C4H6NO3 and charge -1 at a distorted geometry.

Computed properties:
- Charge: -1
- E: -436.30798 hartree
- Relative energy (zero: lowest compared OMol25 entry of this formula, charge and spin): 7.924 eV
- Gap between HOMO and LUMO: 4.16 eV
- HOMO level: -3.6650 eV
- F_max: 6.39 eV/A

Atoms and positions in Å:
C -1.03 -1.45 0.97
N 2.10 1.70 -1.00
C -0.92 -0.28 0.05
C 0.90 1.23 -1.12
C 0.50 0.40 0.23
O -0.03 1.05 -1.91
O 0.46 1.19 1.29
O -2.13 -2.31 0.96
H -0.79 -1.25 1.99
H 2.34 2.34 -1.70
H -0.02 -2.00 0.65
H -1.75 0.37 0.25
H -1.10 -0.57 -0.95
H 1.47 -0.41 0.30

Density functional theory data (ωB97M-V/def2-TZVPD) for an isolated ion of composition C4H6NO3 and charge -1 at a distorted geometry.

Computed properties:
- Charge: -1
- E: -436.53582 hartree
- Relative energy (zero: lowest compared OMol25 entry of this formula, charge and spin): 1.724 eV
- Gap between HOMO and LUMO: 8.03 eV
- HOMO level: -4.0145 eV
- F_max: 3.22 eV/A

Atoms and positions in Å:
N 1.09 1.30 -1.06
C -0.01 0.76 -0.18
C 0.30 0.87 1.29
O 1.44 1.08 1.68
C -0.57 -0.65 -0.64
C -0.73 -1.72 0.45
O -0.72 -1.48 1.69
O -1.04 -2.85 0.04
H 1.27 0.68 -1.85
H 1.92 1.52 -0.59
H -0.93 1.42 -0.32
H -0.57 0.78 1.96
H -1.56 -0.60 -1.18
H 0.11 -1.12 -1.28

Density functional theory data (ωB97M-V/def2-TZVPD) for a 2-piece molecular cluster, C4H6NO5 overall at a distorted geometry.

Computed properties:
- E: -586.61041 hartree
- Relative energy (zero: lowest compared OMol25 entry of this formula, charge and spin): 0.000 eV
- Gap between HOMO and LUMO (spin up / spin down): 7.96 / 9.61 eV
- <S²>: 3.791
- HOMO level (spin up / spin down): -7.8718 / -10.8461 eV
- Multiplicity: 4
- F_max: 3.32 eV/A

Atoms and positions in Å:
O 2.22 3.16 -0.22
O 2.51 4.36 -0.25
C 0.29 1.98 -1.36
C 0.28 0.61 -1.13
C -0.26 0.17 0.06
C -0.20 -1.22 0.63
O -1.53 -1.59 0.86
N -1.43 -3.08 1.25
O -0.28 -3.49 1.35
O -2.50 -3.61 1.40
H 0.65 2.41 -2.27
H -0.19 2.60 -0.60
H 0.71 -0.07 -1.88
H -0.82 0.88 0.65
H 0.26 -1.89 -0.11
H 0.28 -1.23 1.62

Among the records above, which one has the lowest F_max? number 2